# C19H23F3N2O

One molecule with the formula C19H23F3N2O at a distorted geometry (ωB97M-V with the def2-TZVPD basis set, the Open Molecules 2025 dataset).

Geometry (Å):
F 4.772 0.179 5.689
F 5.070 -1.411 4.059
F 5.553 -1.789 6.169
O 3.344 -1.625 5.572
N -2.294 -1.443 2.220
N -0.876 -0.344 0.781
C 1.215 -0.119 2.880
C 0.112 -2.046 3.869
C 2.340 -1.360 4.665
C -0.201 -0.559 -2.118
C -0.258 2.338 -2.559
C 2.283 -0.294 3.799
C -1.913 -0.332 -0.315
C -1.355 2.464 -3.633
C 1.244 -2.223 4.714
C 0.311 0.029 -3.424
C 4.662 -1.136 5.338
C -1.336 0.309 -1.558
C -1.968 1.056 -3.938
C 0.867 1.449 -3.129
C -1.054 -0.901 1.942
C -0.841 0.176 -4.447
C 0.093 -1.015 2.917
C -0.804 1.735 -1.284
C -2.467 0.428 -2.595
H 0.140 3.332 -2.292
H 0.618 -0.669 -1.358
H -1.604 2.380 -0.868
H -2.781 0.231 0.107
H -3.037 -1.288 1.532
H -0.471 0.555 -5.422
H -1.218 -0.839 -4.651
H 1.333 1.856 -4.040
H -3.246 1.084 -2.159
H 1.123 -0.588 -3.847
H -2.926 -0.555 -2.734
H -2.759 1.177 -4.689
H 1.250 0.735 2.161
H -2.126 3.158 -3.337
H -2.171 -1.364 -0.549
H 1.644 1.408 -2.357
H -0.595 -1.586 -2.351
H -0.872 2.834 -4.557
H -2.525 -1.719 3.151
H -0.680 -2.792 3.916
H 1.270 -3.095 5.404
H 3.113 0.416 3.853
H 0.022 1.762 -0.529

Results
LUMO in hartree: 0.0257
E_tot in eV: -33257.372
Charge: 0
ΔE to the lowest compared entry with this formula, charge and spin in eV: 0.000
Structure (SMILES): N/C(=N\C[C@]12C[C@H]3C[C@H](C[C@H](C3)C1)C2)c1ccc(OC(F)(F)F)cc1
Highest occupied orbital energy in eV: -8.6
HOMO-LUMO gap in eV: 9.32

Taken from the Löwdin analysis, the atomic charges in e are: 0.15 0.15 0.13 0.09 0.13 0.08 0.02 -0.02 -0.27 -0.11 -0.31 -0.01 -0.17 -0.12 0.01 -0.29 -0.54 -0.46 -0.27 -0.12 -0.36 -0.14 -0.14 -0.11 -0.10 0.14 0.13 0.13 0.13 0.09 0.12 0.12 0.12 0.12 0.14 0.12 0.14 0.12 0.11 0.12 0.11 0.13 0.12 0.08 0.11 0.13 0.12 0.12

# C19H23FN4O2S

One molecule with the formula C19H23FN4O2S (ωB97M-V with the def2-TZVPD basis set, the Open Molecules 2025 dataset).

Geometry (Å):
S -3.164 3.044 -1.168
F 1.570 1.592 0.922
O -2.022 0.824 1.895
O -4.483 -2.549 0.185
N -3.906 0.733 0.659
N -0.112 -1.922 -1.159
N -2.514 -1.846 1.056
N 2.254 -0.364 -1.097
C -1.288 -2.724 -0.931
C 5.456 0.335 0.583
C -2.288 2.434 0.203
C -3.825 -1.730 0.793
C -2.713 1.275 0.990
C 4.505 -0.201 -0.259
C 3.794 1.707 1.592
C -1.986 4.264 -1.420
C 1.140 -2.508 -0.736
C 3.153 0.179 -0.207
C 0.971 0.216 -1.421
C -1.150 3.163 0.421
C 2.288 -1.768 -1.437
C -1.737 -2.946 0.533
C -0.182 -0.535 -0.745
C 5.112 1.297 1.518
C -0.981 4.208 -0.507
C -4.430 -0.427 1.346
C 2.848 1.152 0.755
H 0.946 1.272 -1.164
H -2.113 4.950 -2.234
H 4.815 -0.921 -1.000
H -1.099 -3.702 -1.381
H -4.175 -0.338 2.406
H 0.844 0.123 -2.508
H -0.104 -0.410 0.347
H -2.047 -1.079 1.529
H -1.133 -0.113 -1.076
H 2.165 -1.872 -2.520
H -4.402 1.064 -0.154
H -5.513 -0.460 1.224
H -2.121 -2.263 -1.470
H 1.293 -2.438 0.357
H 3.235 -2.213 -1.139
H 1.156 -3.561 -1.023
H 5.853 1.722 2.176
H -0.873 -3.107 1.180
H -0.148 4.887 -0.498
H 6.481 0.006 0.498
H -2.376 -3.832 0.558
H -0.470 2.935 1.219
H 3.474 2.447 2.309

Results
LUMO in hartree: 0.0069
E_tot in eV: -43685.077
Charge: 0
ΔE to the lowest compared entry with this formula, charge and spin in eV: 1.011
Structure (SMILES): O=C(CNC(=O)c1cccs1)NCCN1CCN(c2ccccc2F)CC1
Highest occupied orbital energy in eV: -7.6
HOMO-LUMO gap in eV: 7.77

Taken from the Löwdin analysis, the atomic charges in e are: 1.05 0.03 0.04 0.06 0.07 -0.18 0.07 -0.09 -0.17 -0.10 -0.44 -0.49 -0.52 -0.03 -0.02 -0.40 -0.17 -0.16 -0.13 -0.10 -0.14 -0.14 -0.16 -0.10 -0.17 -0.07 -0.19 0.11 0.06 0.11 0.12 0.13 0.13 0.12 0.10 0.12 0.13 0.11 0.13 0.12 0.13 0.11 0.12 0.10 0.12 0.11 0.10 0.12 0.11 0.12

# C19H23N2

An isolated ion of composition C19H23N2 and charge +1 at a distorted geometry (ωB97M-V with the def2-TZVPD basis set, the Open Molecules 2025 dataset).

Geometry (Å):
N 4.010 -1.363 4.026
N 0.612 -0.392 1.220
C 6.397 -1.669 3.468
C 5.450 -1.717 0.818
C 0.258 0.606 0.120
C 4.138 -1.543 5.457
C 1.940 -1.316 1.007
C -0.726 -1.230 1.366
C 3.866 -0.266 -2.139
C 6.812 -1.933 1.120
C 3.069 -1.218 1.969
C 3.325 -0.225 -0.846
C 2.371 -1.163 -0.457
C 3.430 -1.217 -3.070
C 5.068 -1.391 3.138
C 0.510 0.547 2.391
C 2.495 -2.171 -2.660
C 2.826 -1.334 3.360
C 7.318 -1.928 2.436
C 1.933 -2.132 -1.379
C 4.538 -1.370 1.818
H 3.757 0.474 -0.120
H 3.531 -0.793 5.969
H 1.318 -2.279 1.174
H -0.705 -1.911 2.259
H -0.886 -1.903 0.481
H 3.777 -1.193 -4.118
H 0.338 0.205 -0.934
H -0.570 0.895 2.387
H 5.169 -1.808 -0.232
H 1.894 -1.409 3.956
H 3.762 -2.537 5.719
H 0.786 0.097 3.363
H -0.799 0.982 0.362
H -1.576 -0.463 1.470
H 4.604 0.471 -2.449
H 1.162 1.414 2.183
H 7.550 -2.128 0.315
H 6.758 -1.749 4.481
H 8.380 -2.156 2.646
H 2.149 -2.904 -3.376
H 1.246 -2.927 -1.087
H 0.965 1.451 0.260
H 5.175 -1.449 5.783

Results
LUMO in hartree: -0.0882
E_tot in eV: -23048.464
Charge: +1
ΔE to the lowest compared entry with this formula, charge and spin in eV: 1.984
Structure (SMILES): Cn1cc([C@H](c2ccccc2)[N+](C)(C)C)c2ccccc21
Highest occupied orbital energy in eV: -10.7
HOMO-LUMO gap in eV: 8.32

Taken from the Löwdin analysis, the atomic charges in e are: -0.11 -0.26 -0.01 -0.03 -0.03 0.00 -0.11 0.00 -0.06 -0.08 -0.10 -0.07 -0.23 -0.06 -0.17 -0.04 -0.06 -0.02 -0.07 -0.03 -0.10 0.13 0.10 0.16 0.11 0.11 0.12 0.12 0.11 0.10 0.14 0.10 0.09 0.12 0.11 0.11 0.11 0.11 0.10 0.12 0.11 0.12 0.11 0.09

# C19H23N3O3

One molecule with the formula C19H23N3O3 (ωB97M-V with the def2-TZVPD basis set, the Open Molecules 2025 dataset).

Geometry (Å):
O 6.105 1.064 1.649
O 5.101 1.452 -0.714
O -3.332 -0.625 0.733
N 4.821 0.613 1.329
N -1.942 0.758 -0.450
N -1.709 -1.537 -0.551
C -1.659 3.125 -0.462
C 2.104 -0.053 0.652
C -2.096 4.404 -0.178
C 4.407 0.805 0.056
C 1.611 -0.537 -2.032
C -1.453 -4.923 1.228
C 2.823 -0.008 -1.639
C -3.309 4.600 0.459
C 0.631 -0.834 -1.089
C 3.086 0.230 -0.292
C -4.079 3.504 0.809
C -2.434 2.020 -0.110
C -1.055 -3.514 0.791
C 0.889 -0.580 0.252
C -0.684 -1.420 -1.560
C -2.401 -0.469 -0.031
C -2.093 -2.871 -0.133
C -3.653 2.219 0.528
C -1.388 -5.945 0.098
H -3.042 -2.774 0.397
H -1.063 0.786 -0.943
H -0.487 -2.427 -1.941
H -3.651 5.600 0.681
H -2.248 -3.488 -1.023
H -0.709 2.974 -0.958
H -0.396 -5.956 -0.350
H -4.251 1.368 0.807
H -0.777 -5.241 2.025
H 0.130 -0.787 0.991
H 2.266 0.162 1.697
H -0.084 -3.549 0.290
H -1.055 -0.831 -2.412
H 3.585 0.233 -2.365
H 6.379 1.527 0.827
H 1.417 -0.721 -3.079
H -1.484 5.250 -0.456
H -2.463 -4.899 1.640
H -0.954 -2.886 1.678
H -5.027 3.648 1.306
H -2.116 -5.723 -0.677
H 4.496 -0.094 1.967
H -1.599 -6.941 0.481

Results
LUMO in hartree: 0.0091
E_tot in eV: -30689.109
Charge: 0
ΔE to the lowest compared entry with this formula, charge and spin in eV: 2.630
Structure (SMILES): CCCCN(Cc1ccc(C(=O)NO)cc1)C(=O)Nc1ccccc1
Highest occupied orbital energy in eV: -8.3
HOMO-LUMO gap in eV: 8.57

Taken from the Löwdin analysis, the atomic charges in e are: 0.00 0.06 0.06 0.03 0.15 -0.06 -0.03 -0.01 -0.09 -0.44 -0.02 -0.26 0.00 -0.11 -0.21 -0.14 -0.08 -0.22 -0.19 -0.02 -0.12 -0.50 -0.16 -0.02 -0.11 0.12 0.11 0.14 0.10 0.12 0.11 0.07 0.10 0.10 0.11 0.11 0.11 0.14 0.12 0.10 0.12 0.10 0.11 0.11 0.10 0.06 0.15 0.07

# C19H23N3OS

One molecule with the formula C19H23N3OS (ωB97M-V with the def2-TZVPD basis set, the Open Molecules 2025 dataset).

Geometry (Å):
S 3.084 2.106 -3.742
O -3.269 -3.059 3.310
N 1.132 0.694 -2.752
N -1.668 -2.339 1.003
N 2.520 1.833 -1.214
C -1.096 -2.506 2.324
C -1.648 -0.998 -1.020
C 1.785 1.657 -0.026
C 0.414 -1.643 0.014
C 2.430 1.063 1.056
C 1.113 -0.908 -0.916
C -0.195 2.901 -0.985
C -3.527 -3.522 2.000
C -0.252 1.758 1.246
C 1.734 0.798 2.216
C -2.151 -2.198 3.386
C -1.702 2.114 1.364
C -0.987 -1.657 0.023
C 0.389 1.110 2.292
C -0.943 -0.263 -1.951
C 0.458 2.080 0.086
C 0.440 -0.154 -1.872
C -3.102 -2.520 0.931
C 2.187 1.498 -2.487
H -0.654 3.782 -0.540
H -0.979 2.339 -1.489
H -0.261 -1.814 2.453
H -0.729 -3.532 2.463
H 2.233 0.331 3.053
H -1.475 0.253 -2.739
H -2.478 -1.152 3.273
H -1.838 3.195 1.355
H -1.733 -2.322 4.388
H -0.167 0.869 3.188
H -3.647 -1.575 1.083
H 0.964 -2.225 0.736
H 0.865 0.677 -3.727
H -2.118 1.726 2.290
H -3.365 -2.919 -0.052
H -2.261 1.701 0.526
H 3.473 0.794 0.966
H 0.527 3.232 -1.725
H 2.192 -0.922 -0.910
H 3.438 2.247 -1.132
H -4.603 -3.706 1.945
H -2.722 -1.034 -1.099
H -3.001 -4.473 1.830

Results
LUMO in hartree: 0.0214
E_tot in eV: -37429.609
Charge: 0
ΔE to the lowest compared entry with this formula, charge and spin in eV: 0.864
Structure (SMILES): Cc1cccc(NC(=S)Nc2ccc(N3CCOCC3)cc2)c1C
Highest occupied orbital energy in eV: -7.5
HOMO-LUMO gap in eV: 8.04

Taken from the Löwdin analysis, the atomic charges in e are: 0.58 -0.13 0.06 -0.09 0.05 -0.14 -0.02 -0.23 -0.01 -0.04 -0.02 -0.01 -0.19 -0.22 -0.08 -0.19 -0.03 -0.23 -0.06 -0.04 -0.17 -0.27 -0.15 -0.91 0.09 0.08 0.11 0.13 0.10 0.12 0.12 0.08 0.13 0.11 0.13 0.11 0.13 0.07 0.13 0.08 0.12 0.08 0.13 0.13 0.13 0.10 0.13